[1]
The molecule C2H3NS. Source: the OMol25 dataset; level of theory: ωB97M-V/def2-TZVPD.

Geometry as ORCA input:
```
! wB97M-V def2-TZVPD RIJCOSX def2/J DEFGRID3
* xyz 0 1
C -1.323 0.396 -0.274
C 1.086 -0.371 -0.052
N -0.078 0.194 0.187
S -2.719 -0.203 0.091
H 0.878 -1.077 -0.895
H 2.007 0.039 0.166
H 0.148 1.021 0.777
*
```

Values from the calculation:
LUMO (spin up / spin down): 0.09 / 0.04 eV
HOMO-LUMO gap (spin up / spin down): 7.227 / 7.254 eV

Charge distribution, natural (NBO) scheme, values in e: -0.125 -0.269 -0.478 0.064 0.185 0.204 0.420

---

[2]
The ion C2H3O2 with charge -1. Source: the OMol25 dataset; level of theory: ωB97M-V/def2-TZVPD.

Geometry as ORCA input:
```
! wB97M-V def2-TZVPD RIJCOSX def2/J DEFGRID3
* xyz -1 1
C -0.347 -0.524 -0.272
C 0.443 0.670 0.320
O 0.444 1.783 -0.248
O 1.171 0.463 1.341
H -0.092 -0.532 -1.339
H -0.176 -1.439 0.304
H -1.443 -0.422 -0.105
*
```

Values from the calculation:
LUMO: 4.72 eV
HOMO-LUMO gap: 8.015 eV
SMILES string: CC(=O)[O-]

Charge distribution, natural (NBO) scheme, values in e: -0.738 0.741 -0.793 -0.809 0.206 0.201 0.192

---

[3]
The molecule C2H3O2P. Source: the OMol25 dataset; level of theory: ωB97M-V/def2-TZVPD.

Geometry as ORCA input:
```
! wB97M-V def2-TZVPD RIJCOSX def2/J DEFGRID3
* xyz 0 1
C -0.332 1.980 -0.654
C -0.415 0.908 -0.117
P -0.539 -0.784 0.546
O -1.679 -1.698 0.882
O 0.482 -1.527 -0.453
H -0.183 3.008 -0.815
H 0.339 -0.608 1.734
H -0.016 -2.128 -0.991
*
```

Values from the calculation:
LUMO: 0.56 eV
HOMO-LUMO gap: 11.586 eV
SMILES string: C#C[P@@H](=O)O

Charge distribution, natural (NBO) scheme, values in e: -0.112 -0.447 1.912 -1.028 -0.974 0.238 -0.097 0.508

---

[4]
A structure of composition C2H3O2Rb. Source: the OMol25 dataset; level of theory: ωB97M-V/def2-TZVPD.

Geometry as ORCA input:
```
! wB97M-V def2-TZVPD RIJCOSX def2/J DEFGRID3
* xyz 0 1
O -3.046 1.692 -1.471
C -2.008 1.816 -0.698
C -2.047 0.643 0.171
O -0.934 -0.081 0.333
H -1.042 2.024 -1.198
H -2.602 0.911 1.099
Rb 2.247 -0.954 0.870
H -3.232 0.464 -0.694
*
```

Values from the calculation:
LUMO (spin up / spin down): -1.44 / -1.44 eV
HOMO-LUMO gap (spin up / spin down): 3.632 / 3.632 eV

Charge distribution, natural (NBO) scheme, values in e: -0.642 0.279 -0.157 -0.982 0.148 0.123 0.980 0.252

---

[5]
A structure of composition C2H3O2S. Source: the OMol25 dataset; level of theory: ωB97M-V/def2-TZVPD.

Geometry as ORCA input:
```
! wB97M-V def2-TZVPD RIJCOSX def2/J DEFGRID3
* xyz -1 1
C 1.396 -0.719 -2.529
C 0.172 -0.091 -0.144
O -0.147 0.181 -2.741
O 2.085 -1.152 -3.399
S 1.710 -0.805 -0.790
H -0.648 -0.685 -0.540
H 0.080 0.919 -0.537
H 0.210 -0.106 0.943
*
```

Values from the calculation:
LUMO: 3.51 eV
HOMO-LUMO gap: 6.726 eV

Charge distribution, natural (NBO) scheme, values in e: 0.578 -0.722 -0.996 -0.632 0.096 0.244 0.252 0.180

---

[6]
A cluster of 2 separate species, C2H3O2S2 in total. Source: the OMol25 dataset; level of theory: ωB97M-V/def2-TZVPD.

Geometry as ORCA input:
```
! wB97M-V def2-TZVPD RIJCOSX def2/J DEFGRID3
* xyz -1 1
C 1.667 -0.609 -0.192
C 2.812 -0.524 0.008
O -2.053 1.356 -0.258
O -1.375 -0.986 -0.101
S -4.300 -0.381 -0.109
S -2.176 0.138 0.484
H 0.654 -0.866 -0.056
H -4.769 0.790 -0.694
H 3.805 -0.348 -0.227
*
```

Values from the calculation:
LUMO: 3.65 eV
HOMO-LUMO gap: 7.615 eV

Charge distribution, natural (NBO) scheme, values in e: -0.171 -0.322 -1.013 -1.034 -0.555 1.496 0.270 0.125 0.205

---

[7]
A structure of composition C2H3O2S2. Source: the OMol25 dataset; level of theory: ωB97M-V/def2-TZVPD.

Geometry as ORCA input:
```
! wB97M-V def2-TZVPD RIJCOSX def2/J DEFGRID3
* xyz -1 1
C -2.888 0.328 -0.348
C 2.685 0.336 0.170
O -2.768 0.505 -1.506
O -3.554 0.202 0.599
S -0.812 -0.624 0.313
S 3.796 0.153 -1.000
H -1.142 -1.924 0.593
H 1.977 1.064 0.004
H 2.705 -0.040 1.175
*
```

Values from the calculation:
LUMO: 2.59 eV
HOMO-LUMO gap: 6.240 eV

Charge distribution, natural (NBO) scheme, values in e: 0.984 -0.371 -0.625 -0.617 -0.828 -0.025 0.109 0.184 0.189

---

[8]
A cluster of 2 separate species, C2H3O3S in total. Source: the OMol25 dataset; level of theory: ωB97M-V/def2-TZVPD.

Geometry as ORCA input:
```
! wB97M-V def2-TZVPD RIJCOSX def2/J DEFGRID3
* xyz -1 1
C -1.400 -1.019 -1.193
C 0.733 0.256 -0.057
O 1.996 -1.639 1.294
O 3.061 -0.984 -0.836
O -2.574 -0.811 -1.479
S 2.260 -0.538 0.293
H -1.030 -1.954 -1.060
H 0.273 0.820 0.804
H 0.821 0.943 -0.946
*
```

Values from the calculation:
LUMO (spin up / spin down): 3.83 / 3.88 eV
HOMO-LUMO gap (spin up / spin down): 7.274 / 6.654 eV

Charge distribution, natural (NBO) scheme, values in e: 0.368 -0.891 -1.022 -1.001 -0.575 1.637 0.095 0.200 0.190

---

[9]
The ion C2H3O3S with charge -1. Source: the OMol25 dataset; level of theory: ωB97M-V/def2-TZVPD.

Geometry as ORCA input:
```
! wB97M-V def2-TZVPD RIJCOSX def2/J DEFGRID3
* xyz -1 1
O 1.884 -1.272 1.489
C 1.023 -1.064 0.663
C 0.827 0.121 -0.013
S -1.054 0.566 -0.657
O -1.823 0.843 0.563
O -1.776 -0.189 -1.727
H 0.377 -1.934 0.331
H 1.085 1.087 0.414
H -0.544 1.842 -1.063
*
```

Values from the calculation:
LUMO: 3.57 eV
HOMO-LUMO gap: 7.293 eV
SMILES string: O=CC=[S@H](=O)[O-]

Charge distribution, natural (NBO) scheme, values in e: -0.696 0.275 -0.667 1.820 -0.986 -0.951 0.072 0.182 -0.049

---

[10]
A structure of composition C2H3O3V. Source: the OMol25 dataset; level of theory: ωB97M-V/def2-TZVPD.

Geometry as ORCA input:
```
! wB97M-V def2-TZVPD RIJCOSX def2/J DEFGRID3
* xyz 1 4
O -1.956 1.831 0.123
C -2.418 0.729 0.022
C -1.995 -0.586 0.017
O -0.730 -0.926 0.128
H 3.157 0.875 -0.158
H -2.716 -1.312 -0.384
V 0.785 -0.011 0.335
O 2.632 0.074 -0.045
H 3.241 -0.675 -0.038
*
```

Values from the calculation:
expectation value of S²: 3.79
LUMO (spin up / spin down): -5.46 / -5.55 eV
HOMO-LUMO gap (spin up / spin down): 6.299 / 6.293 eV

Charge distribution, natural (NBO) scheme, values in e: -0.430 0.617 -0.149 -0.765 0.540 0.216 1.396 -0.971 0.547

---

[11]
The ion C2H3O5 with charge -1. Source: the OMol25 dataset; level of theory: ωB97M-V/def2-TZVPD.

Geometry as ORCA input:
```
! wB97M-V def2-TZVPD RIJCOSX def2/J DEFGRID3
* xyz -1 1
O -1.384 1.438 0.400
C -0.956 0.495 -0.278
O -1.609 -0.163 -1.109
C 0.423 -0.141 0.075
O 1.483 0.746 0.023
O 0.190 -0.570 1.363
O 0.523 -1.185 -0.858
H 2.218 0.287 -0.177
H -0.457 0.118 1.769
H -0.432 -1.026 -1.210
*
```

Values from the calculation:
LUMO: 3.98 eV
HOMO-LUMO gap: 8.649 eV
SMILES string: O=C([O-])C(O)(O)O

Charge distribution, natural (NBO) scheme, values in e: -0.756 0.692 -0.743 0.604 -0.714 -0.748 -0.782 0.459 0.498 0.490

---

[12]
A structure of composition C2H3O5S2. Source: the OMol25 dataset; level of theory: ωB97M-V/def2-TZVPD.

Geometry as ORCA input:
```
! wB97M-V def2-TZVPD RIJCOSX def2/J DEFGRID3
* xyz -1 1
C -1.164 -1.053 -0.229
C -1.109 0.918 0.207
O 2.367 1.759 -0.302
O 0.370 -3.014 -0.415
O 1.570 -0.484 -0.729
O 1.243 0.481 1.430
O -0.022 1.511 -0.470
S 0.196 -1.727 0.297
S 1.411 0.746 0.032
H -1.809 -1.376 -1.054
H -1.011 0.825 1.365
H -2.042 1.414 -0.134
*
```

Values from the calculation:
LUMO: 3.77 eV
HOMO-LUMO gap: 8.454 eV

Charge distribution, natural (NBO) scheme, values in e: -0.768 -0.074 -0.982 -0.975 -0.970 -0.995 -0.717 1.318 2.564 0.211 0.208 0.181